[1]
{
  "formula": "C15H21NO4",
  "method": "ωB97M-V/def2-TZVPD",
  "elements": ["C", "C", "C", "C", "C", "O", "C", "C", "C", "C", "C", "C", "C", "N", "O", "C", "O", "O", "C", "C", "H", "H", "H", "H", "H", "H", "H", "H", "H", "H", "H", "H", "H", "H", "H", "H", "H", "H", "H", "H", "H"],
  "coordinates": [[3.907, 0.663, -1.479], [4.538, 0.572, -0.092], [5.093, 1.934, 0.323], [3.529, 0.086, 0.956], [3.090, -1.370, 0.770], [2.204, -1.573, -0.312], [0.931, -1.099, -0.238], [0.309, -0.614, 0.908], [-1.004, -0.181, 0.855], [-1.725, -0.213, -0.329], [-3.145, 0.282, -0.379], [-4.050, -0.528, 0.577], [-5.482, -0.604, 0.087], [-6.170, -1.683, 0.497], [-5.990, 0.244, -0.628], [-3.215, 1.784, -0.036], [-2.283, 2.404, 0.393], [-4.396, 2.346, -0.250], [-1.101, -0.700, -1.471], [0.204, -1.140, -1.429], [3.551, -0.310, -1.806], [4.636, 1.024, -2.201], [3.065, 1.351, -1.466], [5.368, -0.144, -0.130], [5.820, 2.285, -0.405], [4.290, 2.665, 0.385], [5.581, 1.875, 1.293], [2.651, 0.735, 0.929], [3.982, 0.169, 1.947], [3.956, -1.992, 0.528], [2.646, -1.751, 1.699], [0.834, -0.564, 1.849], [-1.462, 0.205, 1.753], [-3.529, 0.167, -1.400], [-3.645, -1.536, 0.683], [-4.058, -0.065, 1.568], [-5.766, -2.387, 1.089], [-7.134, -1.778, 0.221], [-5.081, 1.690, -0.540], [-1.641, -0.731, -2.407], [0.691, -1.519, -2.314]],
  "atomic_forces_ev_per_a": [[0.213, -0.181, 0.091], [-0.175, 0.211, 0.081], [0.035, -0.306, -0.061], [0.148, -0.365, -0.328], [0.183, 0.210, 0.473], [-0.248, -0.057, -0.239], [-0.239, -0.006, -0.231], [0.257, -0.119, 0.123], [-0.045, -0.085, -0.194], [-0.085, 0.032, -0.022], [0.139, 0.094, 0.065], [-0.033, 0.153, -0.218], [0.298, -0.244, 0.325], [-0.317, -0.264, 0.045], [-0.199, 0.263, -0.260], [0.069, -0.413, -0.203], [-0.021, 0.140, 0.053], [-0.479, 0.297, -0.030], [-0.061, 0.042, 0.165], [0.306, -0.049, 0.124], [-0.064, -0.019, -0.116], [0.048, 0.074, -0.105], [-0.131, 0.087, -0.020], [-0.016, -0.006, 0.026], [0.079, 0.101, -0.060], [-0.097, 0.126, 0.012], [0.056, 0.057, 0.115], [-0.021, 0.078, 0.105], [-0.050, 0.019, 0.075], [-0.087, 0.046, 0.094], [0.040, -0.031, -0.113], [0.090, 0.007, 0.062], [-0.024, 0.077, 0.105], [0.032, -0.006, 0.132], [-0.034, 0.059, 0.036], [-0.019, -0.086, 0.036], [0.040, 0.055, -0.052], [0.050, 0.040, 0.028], [0.353, 0.007, 0.084], [-0.062, 0.006, -0.098], [0.069, -0.047, -0.104]],
  "homo_ha": -0.307,
  "charge": 0,
  "smiles": "CC(C)CCOc1ccc([C@@H](CC(N)=O)C(=O)O)cc1",
  "orbital_gap_ha": 0.325,
  "total_energy_ha": -939.9447,
  "relative_energy_kj_mol": 18.1,
  "fmax_ev_per_a": 0.6
}

***

[2]
{
  "formula": "C15H22BF4N2O4RuSi2",
  "method": "ωB97M-V/def2-TZVPD",
  "elements": ["Ru", "N", "C", "C", "O", "N", "C", "C", "O", "O", "H", "H", "H", "H", "H", "H", "C", "Si", "C", "C", "C", "C", "C", "C", "C", "Si", "C", "C", "H", "H", "H", "H", "H", "H", "H", "H", "H", "H", "H", "H", "H", "H", "H", "H", "O", "C", "F", "B", "F", "F", "F"],
  "coordinates": [[0.156, -0.325, 1.094], [-1.012, -1.886, 0.290], [-1.743, -2.595, 1.371], [-2.150, -1.646, 2.510], [-3.078, -1.950, 3.278], [-1.338, -0.609, 2.573], [-1.298, 0.312, 3.668], [-0.379, 1.496, 3.329], [-0.380, 2.495, 4.034], [0.394, 1.347, 2.293], [-1.674, -1.527, -0.384], [-0.366, -2.531, -0.171], [-1.059, -3.335, 1.787], [-2.612, -3.123, 0.979], [-0.851, -0.160, 4.557], [-2.279, 0.681, 3.975], [2.930, 1.786, 0.286], [1.797, 0.469, -0.489], [2.968, -0.841, -1.206], [1.013, 1.335, -2.003], [1.692, 1.674, -3.177], [1.045, 2.320, -4.221], [-0.302, 2.644, -4.103], [-0.988, 2.317, -2.942], [-0.350, 1.659, -1.886], [-1.185, 1.158, -0.240], [-1.637, 2.803, 0.586], [-2.898, 0.472, -0.781], [3.468, 2.358, -0.476], [3.668, 1.300, 0.934], [2.349, 2.471, 0.906], [3.711, -0.387, -1.871], [2.429, -1.613, -1.758], [3.499, -1.348, -0.396], [2.744, 1.422, -3.284], [1.587, 2.568, -5.128], [-0.815, 3.148, -4.916], [-2.042, 2.572, -2.863], [-2.128, 3.466, -0.135], [-0.758, 3.302, 0.993], [-2.327, 2.634, 1.419], [-3.533, 1.286, -1.145], [-3.414, 0.012, 0.068], [-2.835, -0.263, -1.591], [2.226, -1.457, 3.167], [1.514, -1.185, 2.322], [1.272, -3.551, -0.022], [1.257, -4.960, -0.252], [2.304, -5.560, 0.456], [0.014, -5.457, 0.193], [1.396, -5.198, -1.630]],
  "atomic_forces_ev_per_a": [[0.009, 0.754, 0.223], [0.315, -0.287, 0.072], [-0.065, 0.100, 0.008], [0.131, -0.086, 0.049], [0.016, -0.030, 0.024], [-0.047, 0.130, -0.165], [0.002, -0.017, 0.054], [0.005, -0.031, -0.063], [0.024, -0.030, 0.050], [0.006, -0.030, 0.076], [0.062, -0.025, -0.071], [-0.035, -0.121, 0.034], [-0.020, -0.030, 0.005], [-0.014, 0.021, 0.011], [-0.077, 0.017, 0.037], [-0.005, 0.048, -0.068], [0.027, -0.061, 0.014], [0.111, 0.093, -0.153], [-0.006, 0.007, 0.048], [-0.117, -0.012, 0.041], [0.009, 0.011, 0.008], [0.013, -0.001, -0.009], [-0.009, 0.008, -0.001], [0.004, 0.005, -0.010], [0.075, -0.042, 0.029], [-0.112, -0.026, -0.073], [-0.067, -0.066, 0.033], [0.020, 0.017, 0.026], [-0.002, -0.021, -0.018], [-0.015, 0.022, 0.022], [-0.010, 0.007, -0.013], [-0.011, -0.002, -0.010], [-0.008, -0.004, 0.002], [0.009, -0.004, -0.011], [0.002, 0.005, 0.006], [-0.007, 0.000, -0.001], [0.005, -0.005, -0.004], [0.001, 0.000, 0.011], [-0.001, -0.002, 0.000], [0.019, 0.001, -0.018], [0.014, 0.016, 0.011], [0.014, -0.001, -0.013], [-0.005, 0.001, -0.005], [0.006, -0.011, 0.007], [0.122, 0.050, -0.089], [-0.303, -0.352, -0.051], [-0.005, -0.042, -0.044], [-0.097, 0.038, -0.017], [0.006, -0.004, 0.006], [0.005, -0.003, -0.001], [0.009, -0.006, -0.001]],
  "homo_ha": [-0.090, -0.085],
  "charge": -2,
  "spin_multiplicity": 2,
  "orbital_gap_ha": [0.264, 0.256],
  "total_energy_ha": -2093.9087,
  "relative_energy_kj_mol": 84.7,
  "fmax_ev_per_a": 0.8
}

***

[3]
{
  "formula": "C15H22Cl2NO3Pt",
  "method": "ωB97M-V/def2-TZVPD",
  "elements": ["C", "C", "C", "C", "C", "C", "C", "C", "C", "C", "Pt", "Cl", "Cl", "O", "H", "H", "H", "H", "H", "H", "H", "H", "H", "H", "H", "H", "H", "H", "H", "H", "O", "H", "O", "N", "C", "C", "C", "C", "C", "H", "H", "H", "H", "H"],
  "coordinates": [[-0.040, -0.676, -2.722], [-0.754, 0.559, -2.688], [-1.755, 0.460, -1.689], [-0.496, 1.737, -3.532], [-1.707, -0.860, -1.145], [-0.613, -1.539, -1.739], [-0.128, -2.873, -1.364], [1.151, -0.942, -3.549], [-2.668, 1.544, -1.290], [-2.593, -1.374, -0.087], [1.436, -0.215, 0.603], [2.025, 1.601, -0.705], [2.999, -1.718, -0.204], [0.553, -1.641, 1.644], [0.564, 1.826, -3.790], [-0.813, 2.654, -3.029], [-1.065, 1.670, -4.467], [-2.117, 2.484, -1.152], [-3.192, 1.307, -0.361], [-3.427, 1.726, -2.063], [-2.925, -0.568, 0.574], [-2.091, -2.134, 0.515], [-3.498, -1.820, -0.525], [-0.350, -3.091, -0.317], [0.957, -2.973, -1.441], [-0.582, -3.660, -1.990], [1.820, -0.071, -3.558], [0.867, -1.142, -4.592], [1.715, -1.797, -3.167], [-0.265, -1.151, 1.904], [2.710, -3.911, -0.199], [3.084, -3.946, 0.731], [-0.063, 0.931, 1.483], [0.283, 1.516, 2.665], [1.299, 2.405, 2.683], [2.081, 2.532, 3.823], [1.677, 1.857, 4.980], [0.459, 1.156, 4.955], [-0.331, 1.154, 3.824], [1.581, 2.822, 1.716], [3.007, 3.110, 3.787], [2.356, 1.806, 5.847], [0.114, 0.644, 5.846], [-1.264, 0.601, 3.787]],
  "atomic_forces_ev_per_a": [[-0.211, 0.299, 0.396], [-0.055, -0.369, 0.286], [0.166, -0.289, -0.213], [0.110, 0.330, -0.050], [0.174, 0.641, -0.025], [0.295, 0.184, -0.151], [0.163, -0.650, 0.089], [0.350, -0.142, -0.140], [-0.222, 0.146, 0.233], [-0.209, -0.141, 0.311], [-1.134, -0.060, 0.527], [0.463, 0.428, -0.569], [0.314, 1.070, -0.270], [-0.946, -0.140, 0.476], [-0.108, -0.043, 0.069], [0.050, -0.097, -0.052], [-0.035, -0.052, -0.029], [-0.058, -0.156, -0.013], [0.070, 0.098, -0.105], [0.082, -0.003, -0.090], [0.088, -0.085, -0.097], [0.003, 0.045, -0.067], [0.109, 0.037, -0.030], [-0.016, 0.085, -0.034], [-0.131, 0.130, -0.077], [-0.017, 0.174, 0.036], [-0.174, -0.131, 0.113], [-0.037, 0.024, 0.109], [-0.080, 0.117, -0.041], [0.956, -0.534, -0.110], [0.596, -1.053, 1.444], [-0.755, 0.137, -1.482], [-0.152, 0.086, -0.398], [-0.746, 0.326, -1.268], [2.048, 0.654, 0.379], [-0.623, 0.249, -1.265], [0.608, -0.642, 1.048], [-0.239, 0.529, 0.095], [0.404, -1.363, 1.421], [-0.143, -0.170, 0.224], [-0.405, -0.017, -0.028], [-0.529, 0.023, -0.382], [-0.165, 0.132, 0.052], [0.140, 0.192, -0.323]],
  "homo_ha": [0.098, -0.061],
  "charge": -2,
  "spin_multiplicity": 6,
  "orbital_gap_ha": [0.086, 0.177],
  "total_energy_ha": -1904.6625,
  "fmax_ev_per_a": 2.2
}

***

[4]
{
  "formula": "C15H22ClF3NO9PS2",
  "method": "ωB97M-V/def2-TZVPD",
  "elements": ["C", "C", "C", "C", "O", "C", "O", "C", "C", "C", "C", "C", "C", "S", "O", "O", "O", "C", "N", "C", "C", "P", "O", "Cl", "H", "H", "H", "H", "H", "H", "H", "H", "H", "H", "H", "H", "H", "H", "H", "H", "H", "H", "H", "H", "H", "H", "C", "F", "F", "F", "S", "O", "O", "O"],
  "coordinates": [[3.584, -1.900, 1.378], [2.451, -1.478, 0.417], [1.188, -0.942, 1.096], [-0.041, -1.818, 0.869], [0.888, 0.460, 0.755], [0.319, 0.703, -0.409], [0.556, 0.194, -1.477], [-0.682, 1.831, -0.388], [-1.921, 1.641, -1.011], [-2.375, 0.319, -1.570], [-3.823, -0.111, -1.201], [-4.378, 0.444, 0.105], [-3.774, -0.196, 1.370], [-3.023, 1.011, 2.435], [-1.631, 0.728, 2.618], [-3.365, 2.344, 2.005], [-3.822, 0.694, 3.768], [-2.734, 2.741, -1.111], [-2.380, 3.922, -0.597], [-1.223, 4.104, 0.054], [-0.337, 3.069, 0.180], [1.298, 3.235, 1.095], [2.221, 3.185, -0.248], [1.183, 5.280, 1.463], [3.417, -1.524, 2.388], [4.520, -1.515, 0.987], [3.654, -2.983, 1.369], [2.817, -0.770, -0.324], [2.176, -2.351, -0.170], [1.374, -0.915, 2.167], [-0.028, -2.304, -0.105], [-0.947, -1.208, 0.944], [-0.105, -2.570, 1.652], [-1.684, -0.446, -1.227], [-2.272, 0.316, -2.655], [-4.522, 0.139, -2.000], [-3.819, -1.200, -1.168], [-4.278, 1.517, 0.183], [-5.454, 0.264, 0.117], [-3.032, -0.953, 1.121], [-4.537, -0.713, 1.947], [-3.602, 1.405, 4.394], [-3.690, 2.678, -1.607], [-3.016, 4.701, -0.692], [-1.016, 5.085, 0.448], [2.738, 3.995, -0.354], [5.791, -3.587, -3.112], [5.174, -4.158, -4.158], [7.057, -4.025, -3.104], [5.825, -2.262, -3.344], [4.934, -3.973, -1.529], [4.997, -5.414, -1.472], [3.607, -3.419, -1.739], [5.741, -3.271, -0.553]],
  "atomic_forces_ev_per_a": [[-0.361, 0.284, -0.554], [-0.038, -0.218, -0.065], [0.666, -0.896, 0.096], [-0.339, 0.470, -0.187], [-0.734, 0.191, 0.100], [0.622, -0.139, -0.979], [-0.260, -0.152, 0.596], [0.145, 0.258, 0.364], [0.274, -0.107, -0.214], [-0.172, -0.334, 0.259], [0.193, 0.246, -0.177], [-0.423, -0.541, 0.182], [-0.333, -0.208, -0.400], [0.500, 0.107, -0.185], [-0.143, -0.067, 0.017], [-0.076, -0.053, 0.120], [0.113, 0.250, 0.016], [-0.273, -0.069, -0.128], [0.016, 0.033, -0.059], [0.024, 0.005, 0.057], [0.037, -0.256, 0.064], [-0.118, -0.276, 0.220], [-0.007, 0.253, 0.161], [0.143, 0.199, -0.047], [0.077, -0.033, 0.091], [0.180, -0.146, 0.194], [0.168, -0.031, 0.270], [-0.044, 0.158, 0.076], [0.055, 0.047, -0.149], [-0.126, 0.518, 0.041], [0.069, -0.036, -0.027], [0.041, -0.072, 0.134], [0.116, -0.141, -0.053], [0.002, -0.002, -0.013], [0.081, 0.077, -0.028], [0.067, 0.159, -0.054], [-0.084, -0.036, 0.029], [-0.006, 0.148, -0.070], [0.001, -0.058, 0.015], [0.238, 0.196, 0.129], [-0.016, 0.138, 0.144], [-0.123, -0.129, 0.178], [-0.068, 0.193, -0.020], [-0.016, 0.045, 0.037], [-0.167, 0.117, -0.007], [0.160, -0.120, -0.192], [-0.073, 0.006, 0.039], [0.001, 0.000, -0.052], [0.051, 0.000, -0.027], [0.015, 0.039, -0.030], [-0.064, -0.133, 0.095], [-0.008, 0.007, -0.009], [0.019, 0.040, 0.010], [-0.005, 0.069, -0.007]],
  "homo_ha": -0.272,
  "charge": 0,
  "orbital_gap_ha": 0.183,
  "total_energy_ha": -3214.1942,
  "relative_energy_kj_mol": 0.0,
  "fmax_ev_per_a": 1.2
}

***

[5]
{
  "formula": "C15H22ClNO4S2",
  "method": "ωB97M-V/def2-TZVPD",
  "elements": ["C", "C", "C", "C", "N", "C", "O", "O", "C", "C", "S", "C", "C", "S", "O", "O", "C", "C", "C", "C", "Cl", "C", "C", "H", "H", "H", "H", "H", "H", "H", "H", "H", "H", "H", "H", "H", "H", "H", "H", "H", "H", "H", "H", "H", "H"],
  "coordinates": [[3.902, 2.370, 3.036], [3.468, 1.424, 1.922], [2.269, 1.941, 1.127], [0.959, 1.864, 1.916], [-0.146, 2.443, 1.186], [-1.057, 1.712, 0.523], [-1.123, 0.503, 0.516], [-1.927, 2.525, -0.129], [-2.980, 1.870, -0.825], [-2.494, 1.295, -2.152], [-3.698, 0.127, -2.863], [-2.932, -1.460, -2.382], [-3.000, -1.750, -0.906], [-2.098, -3.309, -0.589], [-2.412, -3.765, 0.736], [-2.325, -4.212, -1.687], [-0.384, -2.767, -0.629], [0.329, -2.842, -1.810], [1.622, -2.349, -1.859], [2.174, -1.795, -0.712], [3.781, -1.169, -0.767], [1.464, -1.742, 0.479], [0.169, -2.227, 0.515], [3.125, 2.476, 3.789], [4.794, 1.988, 3.525], [4.130, 3.355, 2.633], [3.229, 0.449, 2.349], [4.304, 1.286, 1.234], [2.452, 2.978, 0.835], [2.156, 1.351, 0.215], [0.697, 0.822, 2.108], [1.054, 2.391, 2.868], [-0.170, 3.442, 1.054], [-3.744, 2.632, -0.988], [-3.391, 1.074, -0.197], [-1.559, 0.753, -2.006], [-2.341, 2.089, -2.882], [-1.896, -1.433, -2.723], [-3.467, -2.225, -2.943], [-2.483, -1.010, -0.298], [-4.021, -1.888, -0.556], [-0.130, -3.301, -2.672], [2.197, -2.392, -2.771], [1.923, -1.324, 1.361], [-0.418, -2.199, 1.418]],
  "atomic_forces_ev_per_a": [[-0.025, -0.212, -0.094], [-0.049, 0.280, -0.098], [-0.025, -0.265, 0.249], [0.230, -0.023, -0.171], [0.053, 0.387, 0.054], [-0.240, 0.385, -0.073], [-0.035, -0.332, 0.012], [0.307, 0.214, 0.156], [-0.170, -0.431, -0.089], [-0.303, -0.148, 0.014], [0.167, -0.099, 0.056], [-0.190, 0.563, -0.326], [0.583, -0.742, 0.135], [-0.211, 0.250, 0.133], [0.129, 0.269, 0.278], [0.153, 0.135, -0.331], [-0.632, -0.145, 0.011], [0.022, -0.044, -0.106], [0.012, 0.034, 0.050], [-0.299, -0.134, 0.022], [0.229, 0.086, -0.007], [0.034, -0.031, -0.107], [0.021, -0.046, 0.054], [-0.042, 0.076, 0.133], [0.074, 0.036, 0.114], [0.031, 0.135, -0.005], [0.050, -0.133, -0.043], [-0.016, -0.119, 0.020], [-0.006, 0.048, -0.080], [-0.051, 0.041, -0.082], [0.051, 0.083, 0.099], [-0.031, -0.120, 0.001], [-0.084, -0.092, -0.013], [0.059, -0.097, 0.051], [0.013, 0.158, -0.110], [0.041, 0.068, -0.017], [0.088, -0.016, 0.024], [-0.034, -0.072, -0.078], [0.085, 0.014, -0.026], [-0.056, 0.100, 0.043], [-0.035, -0.141, 0.087], [-0.001, -0.029, -0.139], [0.060, -0.007, -0.052], [0.057, 0.050, 0.090], [-0.016, 0.068, 0.163]],
  "homo_ha": -0.330,
  "charge": 0,
  "smiles": "CCCCNC(=O)OCCSCCS(=O)(=O)c1ccc(Cl)cc1",
  "orbital_gap_ha": 0.348,
  "total_energy_ha": -2197.0875,
  "relative_energy_kj_mol": 5.0,
  "fmax_ev_per_a": 1.0
}